# 1
ORCA calculation (ωB97M-V with the def2-TZVPD basis set) on a structure of composition C12H13Cl3O2.

Output
multiplicity	1
total charge	0
highest occupied orbital energy	-9.6	eV
LUMO	0.5	eV

Last column: natural (NBO) charge in e.
Geometry (Å):
C  -0.755  -1.180  0.590  -0.174
C  -2.333  -1.184  2.363  -0.211
H  -0.664  1.754  0.274  0.225
C  -1.750  -1.521  -0.273  -0.189
Cl  1.790  1.226  2.249  -0.015
C  0.817  0.470  -0.934  -0.146
C  -3.085  -1.889  0.156  -0.210
H  -4.419  -1.503  1.916  0.221
H  -1.348  0.962  -1.032  0.225
C  -0.443  1.458  -0.775  -0.621
H  -3.944  -2.093  -0.464  0.227
Cl  1.809  3.470  0.676  0.007
H  -0.395  -0.596  2.748  0.232
H  2.397  1.872  -1.367  0.218
C  2.552  1.849  0.705  -0.080
H  1.055  0.548  -3.172  0.231
C  2.229  1.123  -0.619  0.023
O  3.278  0.155  -0.959  -0.716
H  -2.534  -0.881  3.412  0.216
H  3.317  -0.514  -0.164  0.499
Cl  4.295  1.996  0.897  0.070
H  1.400  -0.908  -2.494  0.238
C  -1.033  -0.998  1.936  -0.177
C  0.759  -0.073  -2.338  -0.623
C  -3.354  -1.625  1.505  -0.205
H  -1.430  -1.635  -1.322  0.216
H  -0.208  -0.422  -2.669  0.216
O  1.570  -1.511  0.409  -0.566
C  0.616  -0.758  0.071  0.645
H  -0.190  2.407  -1.324  0.225

# 2
ORCA calculation (ωB97M-V with the def2-TZVPD basis set) on a cluster of 2 separate species, C17H39B2NO9 in total.

Output
multiplicity	1
total charge	0
highest occupied orbital energy	-6.5	eV
LUMO	-1.0	eV

Last column: natural (NBO) charge in e.
Geometry (Å):
C  -4.321  -1.699  0.013  -0.092
C  -3.414  -4.383  -1.297  -0.408
H  0.742  1.147  2.400  0.209
H  -3.958  -2.908  1.726  0.231
C  3.961  1.102  -0.578  -0.071
H  -3.564  -5.147  1.983  0.229
H  2.638  3.653  -1.712  0.172
H  -4.334  -0.892  -1.763  0.495
O  1.554  2.676  0.172  -0.757
H  -5.905  -3.867  -0.528  0.234
B  2.669  -0.988  -1.674  1.186
H  3.011  2.062  5.084  0.236
H  4.813  0.422  -0.569  0.166
H  2.945  4.001  0.978  0.172
H  3.621  0.874  3.130  0.218
C  -5.385  -4.550  0.136  -0.412
H  2.512  5.494  -3.283  0.157
H  -1.479  -1.899  -2.588  0.178
O  1.227  0.808  6.895  -0.713
N  -3.929  -4.243  0.108  -0.198
C  2.089  3.958  0.299  -0.074
O  3.701  -1.895  -1.455  -0.921
H  3.105  0.378  5.470  0.220
H  0.455  1.226  7.288  0.483
H  -1.246  -0.341  -3.363  0.206
H  -0.184  4.097  -3.249  0.213
H  1.327  4.637  0.705  0.162
O  -3.897  -1.634  -1.335  -0.727
H  0.559  4.681  -4.762  0.196
H  -4.076  -3.864  -1.977  0.251
H  1.579  2.599  2.844  0.195
H  -2.410  -3.973  -1.347  0.248
C  2.576  0.742  3.423  -0.382
H  3.358  5.148  -1.040  0.152
H  2.379  -0.323  3.296  0.189
H  -3.999  -0.806  0.556  0.221
C  -0.735  -1.251  -3.052  -0.631
C  0.751  4.362  -3.738  -0.637
O  1.630  -1.401  -2.495  -0.736
H  -2.139  -5.014  0.917  0.243
H  -5.748  -4.438  1.155  0.229
H  2.144  1.089  -1.747  0.157
H  0.403  0.170  -1.917  0.205
C  1.739  1.590  2.460  -0.704
C  1.156  1.098  5.548  0.799
H  -3.399  -6.230  0.578  0.227
C  2.618  0.434  -0.994  -0.303
H  -0.340  -1.745  -3.935  0.220
H  1.366  3.463  -3.763  0.205
O  0.083  1.309  5.026  -0.594
C  1.463  5.475  -2.970  -0.054
H  -2.566  -2.755  0.637  0.246
C  0.372  -0.908  -2.049  -0.066
C  2.513  1.108  4.911  -0.518
C  -3.649  -2.873  0.682  -0.233
O  1.880  0.332  0.198  -0.733
H  -5.527  -5.572  -0.205  0.231
H  1.012  6.433  -3.232  0.169
H  -3.402  -5.444  -1.539  0.216
H  0.120  -1.331  -1.077  0.164
O  3.728  1.570  0.747  -0.747
H  4.123  -2.167  -2.270  0.488
C  2.462  4.518  -1.067  -0.086
O  1.381  5.298  -1.578  -0.546
H  4.178  1.984  -1.187  0.146
H  -5.413  -1.751  0.076  0.171
B  2.277  1.587  0.929  1.014
C  -3.203  -5.233  0.962  -0.404

# 3
ORCA calculation (ωB97M-V with the def2-TZVPD basis set) on an isolated molecule of CH3NOSi.

Output
SMILES string	N#CO[SiH3]
multiplicity	1
total charge	0
highest occupied orbital energy	-10.1	eV
LUMO	0.2	eV

Last column: natural (NBO) charge in e.
Geometry (Å):
H  -1.832  -1.248  -0.276  -0.144
C  1.625  -0.308  0.243  0.572
H  -1.416  0.819  1.032  -0.192
Si  -0.962  0.050  -0.094  1.182
N  2.734  0.211  -0.332  -0.459
H  -0.593  0.999  -1.124  -0.160
O  0.445  -0.522  0.550  -0.799

# 4
ORCA calculation (ωB97M-V with the def2-TZVPD basis set) on a structure of composition C45H63CrI2N2P2Se2Si.

Output
multiplicity	4
total charge	0
highest occupied orbital energy (spin up / spin down)	-6.9 / -7.1	eV
LUMO (spin up / spin down)	-0.8 / -0.8	eV

Last column: Löwdin spin population.
Geometry (Å):
H  -3.093  -0.095  3.639  0.000
C  -1.229  -2.792  3.008  -0.001
C  1.171  0.370  2.113  -0.003
H  -0.129  1.674  5.534  0.000
H  4.740  3.466  -6.098  0.000
C  -3.839  -3.115  -2.514  0.000
H  7.537  0.332  -6.987  0.000
H  -1.757  3.994  2.252  0.000
H  1.641  -0.053  5.460  0.000
C  -4.872  2.542  1.928  0.000
H  -3.516  -1.773  5.413  0.000
H  5.253  -1.539  -2.370  0.000
H  -4.712  1.536  2.327  0.000
H  3.922  3.954  0.026  0.000
I  1.333  -1.664  -5.289  0.007
C  -3.845  3.520  2.522  0.000
H  -3.564  3.191  3.527  0.000
H  -4.989  3.509  0.020  0.000
H  -1.106  2.525  3.466  0.000
C  -3.131  -1.478  1.987  0.000
H  4.076  -0.178  1.318  -0.003
H  -4.532  -2.512  -3.103  0.000
H  -3.402  1.024  -0.408  0.001
H  0.814  3.170  -2.080  0.001
P  -0.962  -1.936  0.257  0.019
C  3.025  4.562  0.167  0.000
C  -1.699  -2.351  4.395  0.000
H  -3.108  2.677  -0.948  0.001
H  0.226  3.984  2.109  0.000
C  1.686  -0.121  3.315  0.000
H  6.666  2.591  -7.394  0.000
C  2.222  4.036  1.367  0.000
C  0.721  4.250  1.179  -0.001
C  4.472  -1.483  -3.131  0.000
H  -0.147  -2.933  3.011  0.000
H  -1.429  -3.109  5.134  0.000
C  3.364  0.717  -3.235  0.003
H  1.546  5.416  -1.165  0.000
H  4.159  0.056  -0.448  0.000
H  3.522  -1.779  -2.693  0.000
Cr  -0.215  -0.002  -0.899  2.922
C  -2.581  3.620  1.651  -0.001
H  0.512  5.310  1.008  0.000
C  1.233  0.345  4.539  0.000
C  0.601  -4.288  0.506  0.002
C  1.793  -2.172  0.615  0.004
C  6.212  1.980  -6.625  0.000
H  -5.524  1.840  -0.009  0.000
H  4.711  -2.167  -3.946  0.000
H  2.402  2.967  1.508  0.000
H  -2.506  1.481  1.784  0.000
C  6.712  0.696  -6.389  0.000
N  3.549  1.809  -4.026  0.000
C  -0.301  1.804  3.403  0.000
C  2.983  -4.290  0.778  0.001
H  2.543  4.524  2.289  0.000
C  -2.315  2.247  1.020  0.001
C  3.603  0.302  0.456  -0.018
Si  1.812  -0.263  0.404  -0.030
H  3.913  -2.371  0.883  0.000
H  -4.285  4.514  2.630  0.000
I  2.720  -2.929  -7.416  -0.011
P  -0.572  1.805  0.534  -0.001
H  -1.135  -0.802  2.298  0.000
H  -2.457  -4.336  0.944  0.000
C  4.599  1.658  -4.926  0.000
H  -3.794  -1.718  -0.859  0.000
H  -3.109  -3.529  -3.214  0.000
H  -4.661  -0.866  3.385  0.000
C  -3.583  -1.042  3.381  0.000
H  -4.337  -5.213  -2.238  0.000
H  2.906  2.580  -4.033  0.000
H  -0.319  -4.849  0.410  0.000
H  -4.607  -5.212  0.156  0.000
C  -3.366  2.063  -0.080  0.003
H  -2.611  -1.403  -2.114  0.003
C  1.794  -4.985  0.635  0.000
C  -4.770  2.510  0.405  0.000
C  2.973  -2.901  0.775  -0.001
C  -2.044  -3.018  -0.775  -0.005
C  -4.216  -4.299  -0.300  0.000
H  -3.660  -2.392  1.706  0.000
H  1.791  -6.067  0.620  0.000
C  0.172  3.427  -0.017  0.001
H  -2.290  -5.162  -0.595  0.000
H  -1.315  -3.350  -1.523  0.000
H  3.917  -4.827  0.886  0.000
H  -0.681  3.966  -0.443  0.001
H  -1.174  -1.430  4.668  0.000
H  -3.738  -3.028  4.195  0.000
H  6.529  -1.132  -5.261  0.000
Se  -1.199  1.301  -2.459  0.031
C  2.169  4.518  -1.101  0.000
C  0.236  1.310  4.582  0.002
H  -4.685  -3.464  0.225  0.000
H  -5.667  -4.126  -1.884  0.000
C  -3.205  -2.098  4.418  0.000
H  1.876  2.390  -0.931  -0.001
C  6.162  -0.126  -5.418  0.000
Se  0.291  -0.606  -3.042  0.054
N  4.334  -0.137  -3.646  0.000
H  -5.880  2.833  2.227  0.000
C  -2.698  -4.267  -0.117  -0.002
C  5.141  2.481  -5.901  0.000
C  -3.091  -2.200  -1.544  0.003
H  2.433  -0.909  3.287  0.000
C  1.266  3.285  -1.098  0.001
C  0.589  -2.897  0.488  0.011
H  -2.730  4.348  0.848  0.000
H  -1.679  -3.759  2.762  0.000
C  -1.620  -1.730  1.977  0.002
C  -4.588  -4.252  -1.782  0.000
H  3.656  1.381  0.609  0.000
H  3.356  5.586  0.356  0.000
H  2.801  4.515  -1.991  0.000
C  0.173  1.359  2.168  0.003
H  -3.400  -0.715  1.248  0.000
C  5.105  0.386  -4.680  0.000

Respective E_tot values: -1996.0560; -1452.7985; -459.3017; -9277.0371 Ha.
Respective energy relative to the best compared isomer or geometry (same formula, charge and spin) values: 173.39; 0.00; 281.23; 117.99 kJ/mol.